Entry a
11
Properties=species:S:1:pos:R:3:nbo_charge:R:1 method="wB97M-V/def2-TZVPD" homo_ev=-9.66 smiles="CC=O.N"
C -0.1447 0.2350 1.8786 -0.72
C 0.7491 0.3506 3.0861 0.44
O 1.1404 1.4184 3.4867 -0.52
H -0.5882 -0.7565 1.7855 0.22
H -0.9528 0.9602 1.9407 0.24
H 0.4709 0.4464 1.0352 0.24
H 1.0567 -0.5591 3.6237 0.11
N -0.3245 -0.4364 -4.2482 -1.11
H -0.2826 -0.1169 -3.3035 0.37
H -1.1140 -0.1851 -4.8118 0.37
H -0.0102 -1.3565 -4.4729 0.37

=====

Entry b
11
Properties=species:S:1:pos:R:3:nbo_charge:R:1 method="wB97M-V/def2-TZVPD" homo_ev=-9.89 smiles="CC=O.N"
C 0.9405 -0.9894 0.4331 -0.74
C 1.0013 -2.4511 0.1063 0.44
O 0.6406 -3.3138 0.8545 -0.51
H 1.4782 -0.7666 1.3539 0.25
H -0.1037 -0.7036 0.6366 0.25
H 1.2118 -0.3067 -0.3710 0.22
H 1.3906 -2.6825 -0.9075 0.10
N -1.5748 2.6985 -0.3316 -1.09
H -2.5792 2.7412 -0.3139 0.36
H -1.2643 2.1684 -1.1345 0.36
H -1.1411 3.6056 -0.3259 0.36

=====

Entry c
11
Properties=species:S:1:pos:R:3:nbo_charge:R:1 method="wB97M-V/def2-TZVPD" homo_ev="-9.69 / -9.48"
C -1.0501 1.4957 -0.4872 -0.48
C 0.7585 -1.7278 0.5999 -0.30
N 0.1304 1.0231 -0.9748 -0.40
O 0.8154 -0.4515 0.9262 -0.34
H -0.8970 2.2889 0.2382 0.18
H -1.4886 2.0172 -1.3174 0.21
H -1.6544 0.5874 -0.1963 0.23
H -0.2455 -2.2423 0.4804 0.17
H 1.2625 -2.3560 1.4809 0.23
H 1.4949 -1.9020 -0.3157 0.20
H 0.8741 1.2673 -0.4342 0.31

=====

Entry d
11
Properties=species:S:1:pos:R:3:nbo_charge:R:1 method="wB97M-V/def2-TZVPD" homo_ev=-9.14 smiles="C=CO.N"
C 0.6245 1.6910 -1.4589 -0.49
C 0.2347 0.4239 -1.4435 0.14
O 0.9559 -0.4999 -0.7334 -0.73
H 0.1123 2.3629 -2.1392 0.20
H 1.4105 2.1234 -0.8613 0.21
H -0.5737 -0.0386 -1.9997 0.17
H 0.4686 -1.0683 -0.1422 0.50
N -0.7971 -1.3126 1.9962 -1.11
H -0.8242 -0.3264 1.9096 0.37
H -1.6370 -1.7606 2.3429 0.38
H 0.0252 -1.5948 2.5296 0.37

=====

Which of them is the most stable, and which is the least stable? entry b and entry c, in that order.

=====

Entry a
14
Properties=species:S:1:pos:R:3:nbo_charge:R:1 method="wB97M-V/def2-TZVPD" homo_ev=-12.98 smiles="[NH2+]=CNC=C(O)O" total_charge=+1
N -1.4578 1.0774 -0.4721 -0.72
C -1.7160 -0.0105 0.1548 0.37
N -0.9181 -1.0314 0.3564 -0.51
C 0.4891 -1.1286 0.0259 -0.27
C 1.2767 0.0268 0.0307 0.58
O 2.5702 -0.0397 -0.2612 -0.66
O 0.9871 1.1480 0.6734 -0.65
H -0.4959 1.3000 -0.6755 0.44
H -2.3051 1.6671 -0.5732 0.45
H -2.7421 -0.0600 0.6440 0.23
H -1.1754 -1.8787 0.8345 0.45
H 0.9399 -2.1160 -0.1755 0.25
H 2.7075 -0.5743 -1.0772 0.52
H 1.8400 1.6199 0.5149 0.52

=====

Entry b
14
Properties=species:S:1:pos:R:3:nbo_charge:R:1 method="wB97M-V/def2-TZVPD" homo_ev=-13.57 total_charge=+1
C -2.9428 -0.8925 0.0750 -0.81
C -1.9048 -0.0676 -0.1685 0.87
C 2.1722 1.3085 0.1387 -0.47
N 0.9291 -0.5343 -0.1187 -0.54
N 2.0647 -0.1146 -0.1095 0.38
O 3.0318 -0.7809 -0.2347 -0.39
O -0.9381 0.5211 -0.2696 -0.20
H -3.4083 -1.1948 -0.9143 0.36
H -3.4393 0.0468 0.1220 0.32
H -3.0043 -1.5027 1.1833 0.39
H 1.1867 1.6113 -0.2666 0.22
H 3.1715 1.6697 -0.3916 0.27
H 2.1395 1.4930 1.2190 0.25
H 0.9423 -1.5630 -0.2644 0.35

=====

Which of them is the most stable, and which is the least stable? entry a and entry b, in that order.

=====

Entry a
14
Properties=species:S:1:pos:R:3:nbo_charge:R:1 method="wB97M-V/def2-TZVPD" homo_ev=-13.29 total_charge=+1
C -1.3310 0.6885 -0.2463 0.21
C 0.1367 -1.0126 0.6963 -0.37
C 1.4543 -0.3472 0.7873 0.54
N -0.3316 0.9427 -0.9893 -0.22
N -1.1034 -0.1610 0.8071 -0.57
O 2.4951 -0.6662 0.0953 -0.51
O -0.3936 1.5904 -2.1660 -0.52
H -2.2749 1.2154 -0.5185 0.22
H -0.0791 -1.6067 -0.1381 0.25
H 0.0338 -1.4841 1.8034 0.30
H 1.8088 0.3511 1.6335 0.25
H -1.8208 -0.7801 1.0893 0.41
H 2.2613 -1.1829 -0.7423 0.54
H -0.8556 2.4527 -2.1115 0.47

=====

Entry b
14
Properties=species:S:1:pos:R:3:nbo_charge:R:1 method="wB97M-V/def2-TZVPD" homo_ev=-13.62 total_charge=+1
C 3.5362 0.9943 -0.1151 0.76
C -0.2527 -0.3579 0.4252 0.74
C 3.2328 0.0132 -0.9025 -0.88
N -1.1895 0.2846 0.6361 -0.48
N 0.7417 -1.1277 0.2192 -0.84
O 3.5964 1.8288 0.6929 -0.39
O -3.1907 1.6349 -0.3631 -0.96
H -3.3353 2.4978 -0.7987 0.52
H 3.6642 -0.9440 -0.9855 0.29
H 2.5945 0.5197 -1.7217 0.30
H -2.0514 0.8897 0.6870 0.51
H 1.7937 -0.9065 -0.0619 0.48
H 0.4899 -2.1072 -0.0743 0.46
H -3.8099 1.0195 -0.6892 0.50

=====

Which of them is the most stable, and which is the least stable? entry b and entry a, in that order.

=====

Entry a
14
Properties=species:S:1:pos:R:3:nbo_charge:R:1 method="wB97M-V/def2-TZVPD" homo_ev=-14.93 smiles="NCCOC=[N+]=O" total_charge=+1
N -0.4260 1.0328 0.7288 -0.81
C -0.9814 0.4338 -0.4727 -0.28
C -0.6125 -1.0980 -0.5699 -0.11
O 0.1989 -1.4477 0.5436 -0.35
C 1.1374 -0.6358 0.6885 0.43
N 1.9167 -0.0743 -0.1491 0.18
O 2.2768 1.0052 -0.4103 -0.08
H 0.0504 1.9146 0.4926 0.41
H -1.1959 1.1064 1.4181 0.42
H -0.5486 0.9204 -1.3806 0.21
H -2.0505 0.5641 -0.5689 0.24
H -1.4482 -1.7302 -0.4990 0.24
H 0.0179 -1.0762 -1.4295 0.21
H 1.6651 -0.9153 1.6086 0.28

=====

Entry b
14
Properties=species:S:1:pos:R:3:nbo_charge:R:1 method="wB97M-V/def2-TZVPD" homo_ev=-15.51 total_charge=+1
C 1.2924 0.3745 -0.0263 0.85
C -1.5094 -0.0049 -0.5784 0.78
C 1.2801 -0.7345 0.9287 -0.74
N -1.5190 -1.1110 -1.0658 -0.59
N -2.3144 0.9054 -0.1345 -0.80
O 2.5283 0.8464 -0.2413 -0.62
O 0.2834 0.7959 -0.5963 -0.59
H 1.6279 -0.5212 1.9466 0.29
H 1.8988 -1.5480 0.5128 0.28
H 0.1933 -1.2194 0.9972 0.22
H -0.8922 -1.9574 -0.8504 0.46
H 2.5512 1.6298 -0.8457 0.52
H -3.2958 0.5582 -0.0741 0.46
H -2.1246 1.9861 0.0276 0.49

=====

Which of them is the most stable, and which is the least stable? entry b and entry a, in that order.

=====

Entry a
14
Properties=species:S:1:pos:R:3:nbo_charge:R:1 method="wB97M-V/def2-TZVPD" homo_ev=-14.58 total_charge=+1
C 1.4768 1.0314 -0.1135 0.80
C -0.8655 -1.3649 -0.3216 -0.35
C -1.0209 -0.2877 0.4509 -0.08
N 2.2135 0.1457 0.1378 -0.21
N -1.4206 1.0250 -0.0108 -0.74
O 0.8397 2.0461 -0.2922 -0.59
O 2.3146 -1.2302 -0.0583 -0.45
H -0.5101 -2.3379 0.0474 0.26
H -1.1240 -1.6335 -1.2874 0.24
H -0.8926 -0.2094 1.5157 0.23
H -1.4632 1.0107 -1.0803 0.47
H -0.6746 1.7036 -0.0063 0.46
H -2.0289 1.4965 0.6879 0.46
H 3.1558 -1.3953 0.3307 0.50

=====

Entry b
14
Properties=species:S:1:pos:R:3:nbo_charge:R:1 method="wB97M-V/def2-TZVPD" homo_ev=-15.17 total_charge=+1
C 0.3145 -0.1558 1.5140 0.93
C -0.0137 0.7763 -2.0231 -0.25
C -1.0710 0.0596 -1.2785 0.35
N 0.2456 -0.7592 2.7113 -0.77
N -0.4789 -0.6420 -2.1203 -0.47
O 1.2266 0.8141 1.5118 -0.65
O -0.4442 -0.4706 0.5166 -0.69
H -0.2729 1.5149 -2.9103 0.24
H 1.0496 0.9108 -1.8006 0.23
H -2.0793 0.1834 -0.9403 0.26
H 0.8512 -0.4491 3.4955 0.44
H -0.4487 -1.4017 2.9115 0.42
H -0.2651 -1.5967 -2.1783 0.45
H 1.3862 1.2159 0.5909 0.52

=====

Which of them is the most stable, and which is the least stable? entry b and entry a, in that order.

=====

Entry a
18
Properties=species:S:1:pos:R:3:nbo_charge:R:1 method="wB97M-V/def2-TZVPD" homo_ev=-9.89 smiles="C[C@@H]1CN1/C(N)=N/[N+](=O)[O-]"
C 1.9396 0.2422 -0.9025 -0.63
C 1.6925 -0.3638 0.4235 -0.04
C 0.8300 -1.5742 0.4367 -0.23
N 0.3842 -0.2975 0.9710 -0.42
C -0.7618 0.3136 0.4957 0.62
N -0.7989 1.6452 0.5851 -0.81
N -1.6696 -0.5891 0.1942 -0.46
N -2.9320 -0.2302 -0.2269 0.63
O -3.0942 0.9572 -0.6062 -0.50
O -3.7643 -1.0797 -0.2268 -0.33
H 2.7739 -0.1150 -1.3417 0.22
H 2.2253 1.2303 -0.8391 0.21
H 1.0738 0.2322 -1.5025 0.21
H 2.5082 -0.1369 1.1320 0.21
H 0.5265 -1.7272 -0.5758 0.20
H 0.7329 -2.5905 1.0261 0.23
H -0.0286 2.1485 0.9662 0.42
H -1.6373 1.9349 -0.0089 0.46

=====

Entry b
18
Properties=species:S:1:pos:R:3:nbo_charge:R:1 method="wB97M-V/def2-TZVPD" homo_ev=-8.86
C -0.8466 0.2888 -0.4646 0.70
C -0.8506 -1.8524 0.0272 -0.25
C 0.5604 -1.6654 0.6917 -0.29
C -0.7264 2.7199 0.0994 -0.45
N -1.2442 1.4435 -0.4077 -0.33
N -0.9903 -0.8648 -0.9677 -0.57
N 1.0036 -0.3338 0.9300 -0.40
N 1.7560 0.1420 0.0408 0.58
O 2.0293 -0.4161 -1.0474 -0.54
O 2.1402 1.2639 0.3867 -0.49
H -0.9269 -2.8756 -0.5196 0.23
H -1.5475 -1.6649 0.9020 0.22
H 0.6193 -2.1984 1.6176 0.21
H 1.3268 -2.1768 -0.0094 0.21
H -1.5220 3.2242 0.6821 0.22
H -0.6341 3.3753 -0.7646 0.23
H 0.2468 2.5215 0.6188 0.27
H -0.3939 -0.9310 -1.8151 0.45

=====

Which of them is the most stable, and which is the least stable? entry a and entry b, in that order.

=====

Entry a
20
Properties=species:S:1:pos:R:3:nbo_charge:R:1 method="wB97M-V/def2-TZVPD" homo_ev=-7.67 smiles=C[C@H]1N(C)C1(C)C
C -1.7328 1.7111 0.4411 -0.65
C -0.6714 0.6907 0.7732 -0.05
N -0.5130 -0.3896 -0.0653 -0.47
C -1.1853 -1.6436 -0.1085 -0.40
C 0.8236 -0.0842 -0.1053 0.23
C 1.8254 -1.1270 0.3894 -0.68
C 1.3410 0.9021 -1.1219 -0.64
H -2.6176 1.2131 0.0345 0.21
H -2.0544 2.2562 1.3273 0.21
H -1.4475 2.4565 -0.3046 0.21
H -0.3057 0.6969 1.7903 0.16
H -0.9449 -2.1342 -1.0550 0.20
H -0.9256 -2.3109 0.7234 0.17
H -2.2609 -1.4551 -0.0626 0.21
H 2.7893 -0.6712 0.6315 0.22
H 1.4588 -1.6557 1.2758 0.22
H 2.0275 -1.8950 -0.3833 0.22
H 0.5108 1.5031 -1.5005 0.22
H 1.8165 0.3979 -1.9761 0.20
H 2.0908 1.5811 -0.6906 0.21

=====

Entry b
20
Properties=species:S:1:pos:R:3:nbo_charge:R:1 method="wB97M-V/def2-TZVPD" homo_ev=-8.25 smiles=CCN1CCCC1
C -1.4811 -0.2686 2.1110 -0.63
C -1.4704 0.0596 0.6062 -0.21
N -0.3614 -0.5180 -0.1535 -0.44
C -0.3303 0.0524 -1.5347 -0.22
C 1.0981 0.5821 -1.7106 -0.41
C 1.9384 -0.1330 -0.6848 -0.41
C 0.9555 -0.3535 0.4794 -0.23
H -0.5100 -0.4758 2.5429 0.21
H -2.1329 -1.1227 2.3099 0.21
H -2.0413 0.4946 2.6544 0.21
H -2.3910 -0.3526 0.2009 0.19
H -1.5227 1.1582 0.5246 0.15
H -1.0317 0.8772 -1.6108 0.19
H -0.5073 -0.7987 -2.1887 0.19
H 1.4130 0.5343 -2.7542 0.21
H 1.0918 1.6450 -1.4495 0.19
H 2.7690 0.5018 -0.3793 0.21
H 2.3286 -1.0774 -1.0633 0.20
H 1.1630 -1.3102 0.9485 0.20
H 1.0230 0.5053 1.1515 0.17

=====

Which of them is the most stable, and which is the least stable? entry b and entry a, in that order.

=====

Entry a
20
Properties=species:S:1:pos:R:3:nbo_charge:R:1 method="wB97M-V/def2-TZVPD" homo_ev=-8.10 smiles=CCN1CCCC1
C 2.6643 -0.4517 0.0511 -0.62
C 1.4195 -0.0652 -1.0341 -0.18
N 0.2299 0.2258 -0.2296 -0.47
C -0.2455 -0.5006 1.0140 -0.24
C -1.6861 -0.0934 1.1343 -0.45
C -1.9778 0.9446 -0.0913 -0.39
C -1.0517 0.2337 -1.0111 -0.24
H 2.5252 0.3443 0.7360 0.21
H 2.5467 -1.5681 0.3977 0.21
H 3.5726 -0.2793 -0.5137 0.21
H 1.3409 -0.9388 -1.6156 0.15
H 1.6607 0.7727 -1.6553 0.19
H 0.0398 -1.5351 0.9527 0.18
H 0.3408 -0.1735 2.0183 0.20
H -1.6984 0.6819 1.9983 0.22
H -2.5860 -0.7669 1.2089 0.23
H -2.9797 0.9694 -0.4804 0.20
H -1.8587 2.0568 0.1661 0.21
H -0.9661 0.9406 -1.9453 0.20
H -1.2904 -0.7971 -1.1011 0.18

=====

Entry b
20
Properties=species:S:1:pos:R:3:nbo_charge:R:1 method="wB97M-V/def2-TZVPD" homo_ev=-7.92 smiles="C=C(CC)CCN"
C 0.2359 -1.0786 1.8393 -0.43
C 0.0301 -0.4830 0.6340 0.07
C -1.3831 -0.0568 0.2928 -0.46
C -1.8204 1.2188 1.0494 -0.61
C 1.1620 0.3484 0.1091 -0.45
C 1.2488 0.4241 -1.4353 -0.22
N 0.6239 -0.6727 -2.1681 -0.84
H 1.0123 -1.8204 2.0221 0.19
H -0.2707 -0.8347 2.7718 0.19
H -1.4688 0.0756 -0.7782 0.23
H -2.0345 -0.8537 0.6414 0.22
H -0.9907 1.8194 1.4080 0.20
H -2.4632 1.0682 1.9152 0.21
H -2.3679 1.8920 0.3833 0.21
H 0.8642 1.3720 0.3544 0.22
H 2.1120 0.1067 0.5771 0.22
H 0.7369 1.3287 -1.7730 0.18
H 2.2952 0.5818 -1.7304 0.17
H 0.4319 -0.5556 -3.1562 0.36
H 1.3309 -1.4052 -2.2420 0.35

=====

Entry c
20
Properties=species:S:1:pos:R:3:nbo_charge:R:1 method="wB97M-V/def2-TZVPD" homo_ev=-8.18 smiles="CCC/C(C)=C/N"
C 1.4977 2.0555 1.7076 -0.61
C 1.0483 1.2400 0.4979 -0.39
C -0.2638 0.4636 0.6725 -0.42
C -0.4495 -0.5845 -0.4332 0.00
C 0.2597 -1.9265 -0.2673 -0.67
C -1.4491 -0.4332 -1.3102 -0.03
N -2.0909 -1.5155 -1.9490 -0.89
H 1.6448 1.3250 2.5096 0.20
H 0.7562 2.8037 1.9872 0.20
H 2.4356 2.5670 1.4822 0.21
H 0.9113 1.9456 -0.3418 0.19
H 1.7963 0.5546 0.0880 0.20
H -1.1479 1.1082 0.6043 0.21
H -0.3746 0.0351 1.6729 0.21
H -0.3131 -2.7771 0.0991 0.23
H 0.9134 -2.1488 -1.1129 0.22
H 0.9910 -1.7831 0.5491 0.20
H -1.6112 0.5966 -1.6184 0.17
H -1.4954 -1.9038 -2.6636 0.37
H -3.0588 -1.6224 -2.1739 0.39

=====

Which of them is the most stable, and which is the least stable? entry c and entry a, in that order.